Record 1
ORCA calculation (the ωB97M-V functional and the def2-TZVPD basis) on C24H28ClN3O2 in the gas phase.

Each line ends with the natural charge from an NBO analysis.
Geometry (Å):
C (4.12432, 0.02677, 3.72207)  -0.61
C (3.22831, -0.38605, 2.56034)  -0.40
C (3.45388, -1.83179, 2.11476)  -0.40
C (4.75595, -2.02403, 1.32343)  -0.22
N (4.81535, -1.15657, 0.15293)  -0.49
C (5.93184, -0.22323, 0.13659)  -0.20
C (5.56755, 1.08455, -0.56089)  -0.61
C (4.66708, -1.86498, -1.10642)  -0.21
C (3.23759, -2.37560, -1.28617)  -0.23
N (2.31881, -1.29239, -1.03216)  -0.63
C (1.07011, -1.25237, -1.53706)  0.67
O (0.63267, -2.09349, -2.30044)  -0.63
C (0.23202, -0.11914, -1.03777)  -0.23
C (-1.05793, -0.41260, -0.74737)  0.10
N (-1.93430, 0.47530, -0.20197)  -0.44
C (-3.27939, 0.06693, -0.00971)  0.21
C (-3.92898, 0.30230, 1.19585)  -0.20
C (-5.24179, -0.09792, 1.36218)  -0.23
C (-5.90040, -0.73913, 0.32500)  -0.03
Cl (-7.53858, -1.24309, 0.53437)  0.01
C (-5.25981, -0.98021, -0.88079)  -0.23
C (-3.95051, -0.57210, -1.04722)  -0.23
C (-1.55825, 1.77942, 0.12944)  0.66
O (-2.34210, 2.54374, 0.65867)  -0.61
C (-0.19228, 2.14396, -0.24691)  -0.18
C (0.20706, 3.46607, -0.03007)  -0.15
C (1.45362, 3.89351, -0.42271)  -0.21
C (2.31461, 3.00607, -1.06448)  -0.18
C (1.94420, 1.69736, -1.27464)  -0.24
C (0.69374, 1.22945, -0.84774)  0.07
H (3.91181, 1.05173, 4.01726)  0.21
H (3.95639, -0.61875, 4.58167)  0.20
H (5.17459, -0.03492, 3.44912)  0.19
H (3.40498, 0.27868, 1.71235)  0.20
H (2.18512, -0.26852, 2.86336)  0.21
H (3.48596, -2.48244, 2.99142)  0.20
H (2.60962, -2.14884, 1.50136)  0.20
H (4.83429, -3.07695, 1.02477)  0.19
H (5.60231, -1.82027, 1.98502)  0.19
H (6.19651, 0.01208, 1.16875)  0.20
H (6.82053, -0.66479, -0.34504)  0.17
H (4.70420, 1.53525, -0.07822)  0.21
H (6.40372, 1.77645, -0.49792)  0.21
H (5.33528, 0.92813, -1.61105)  0.20
H (4.88930, -1.16562, -1.91399)  0.20
H (5.36631, -2.71504, -1.19179)  0.18
H (3.07623, -2.73458, -2.30531)  0.23
H (3.04013, -3.21048, -0.60215)  0.19
H (2.62263, -0.64974, -0.31490)  0.42
H (-1.43437, -1.41164, -0.91362)  0.24
H (-3.41317, 0.80370, 1.99789)  0.24
H (-5.75165, 0.08488, 2.29461)  0.23
H (-5.78340, -1.47516, -1.68320)  0.23
H (-3.45068, -0.74002, -1.98942)  0.23
H (-0.49813, 4.13505, 0.43950)  0.24
H (1.75809, 4.91528, -0.25485)  0.22
H (3.27936, 3.35080, -1.40751)  0.22
H (2.60771, 1.02888, -1.80013)  0.23

Atomic forces in eV per Å
-0.162 0.032 -0.181
0.021 -0.215 0.179
0.139 0.164 -0.076
-0.296 -0.099 0.226
0.139 -0.046 -0.050
-0.026 0.295 -0.115
0.173 -0.231 0.153
-0.223 -0.114 -0.054
0.103 -0.076 -0.142
0.363 -0.048 0.056
-0.131 0.200 0.188
-0.117 -0.279 -0.146
-0.641 -0.265 -0.093
0.940 -0.332 -0.275
0.041 0.262 0.083
-0.630 -0.135 0.059
0.076 -0.063 -0.080
-0.023 -0.068 -0.077
0.262 0.062 -0.106
-0.218 -0.061 0.029
-0.143 -0.041 0.137
0.174 0.162 0.176
-0.182 0.111 0.073
0.045 0.064 -0.006
0.482 0.077 -0.101
-0.079 -0.025 0.008
-0.056 0.048 0.036
-0.019 -0.060 -0.002
0.067 0.063 -0.052
-0.198 0.314 0.197
0.056 0.089 0.084
0.027 -0.047 0.118
0.181 0.010 0.034
-0.109 0.064 -0.068
-0.012 0.053 -0.077
-0.080 -0.084 0.042
-0.023 -0.110 -0.026
0.079 0.035 0.020
0.042 -0.021 -0.081
0.033 -0.077 -0.022
-0.006 0.000 0.117
-0.095 0.051 0.044
0.084 0.127 -0.061
-0.042 0.025 -0.144
0.004 -0.040 -0.025
-0.023 0.090 0.004
0.050 -0.039 0.134
0.017 -0.008 -0.087
-0.123 0.082 -0.021
-0.019 -0.004 -0.004
0.029 0.037 0.030
-0.060 0.002 0.074
-0.063 -0.041 -0.052
0.045 -0.001 -0.097
-0.041 0.050 0.034
0.005 0.089 0.019
0.087 0.003 -0.034
0.078 -0.030 -0.001

The highest occupied orbital energy comes out at -8.2 eV. The calculation puts the gap between HOMO and LUMO at 8.5 eV. Its charge is 0. Its SMILES is CCCCN(CC)CCNC(=O)c1cn(-c2ccc(Cl)cc2)c(=O)c2ccccc12. The relative energy (zero: lowest compared OMol25 entry of this formula, charge and spin) comes out at 15.2 kJ/mol.

Record 2
ORCA calculation (the ωB97M-V functional and the def2-TZVPD basis) on a 2-piece molecular cluster, C2H8NO overall.

Each line ends with the natural charge from an NBO analysis.
Geometry (Å):
O (1.31197, -1.57361, 1.65784)  -1.36
H (1.90192, -1.02282, 2.15912)  0.39
C (0.17003, 0.77214, -1.61406)  -0.42
N (-1.02040, 0.39421, -0.84552)  -0.64
C (-0.75270, 0.44875, 0.61825)  -0.47
H (0.49050, 1.73265, -1.19476)  0.18
H (0.97360, 0.03816, -1.54852)  0.19
H (-0.12563, 0.92362, -2.65414)  0.17
H (-1.13538, -0.59556, -0.99125)  0.34
H (0.27829, 0.07912, 0.78745)  0.27
H (-1.34683, -0.27158, 1.16602)  0.21
H (-0.74702, 1.49487, 0.92280)  0.15

Atomic forces in eV per Å
-0.420 -0.438 -0.464
0.525 0.388 0.431
-0.691 0.411 0.426
-0.266 -0.407 0.352
1.913 0.092 -1.064
0.295 -0.100 -0.281
0.217 0.051 0.119
0.165 0.017 -0.088
-0.273 -0.310 -0.366
-0.291 -0.150 0.336
-0.509 0.428 0.173
-0.665 0.018 0.425

The highest occupied orbital energy comes out at -2.2 eV. The calculation puts the gap between HOMO and LUMO at 6.5 eV. Its charge is -1. The relative energy (zero: lowest compared OMol25 entry of this formula, charge and spin) comes out at 106.3 kJ/mol.

Record 3
ORCA calculation (the ωB97M-V functional and the def2-TZVPD basis) on a 2-piece molecular cluster, C12H18IN4O4 overall.

Each line ends with the natural charge from an NBO analysis.
Geometry (Å):
C (3.93464, -1.82236, -1.48895)  -0.30
C (3.62839, -0.58908, -1.02920)  -0.27
C (2.40824, 0.03338, -1.57339)  0.45
N (1.17138, -0.20475, -1.15553)  -0.48
C (0.36871, 0.50816, -1.96184)  0.59
N (-0.94958, 0.54412, -1.87841)  -0.55
C (-1.66758, -0.21972, -0.83549)  -0.24
C (-3.06303, 0.36247, -0.62280)  -0.07
O (-3.06313, 1.08147, 0.60948)  -0.73
N (1.10861, 1.17915, -2.86675)  -0.38
N (2.42941, 0.88070, -2.61107)  -0.17
C (3.50810, 1.43092, -3.40703)  -0.36
C (4.50594, 2.25518, -2.59852)  0.45
O (4.76155, 2.07965, -1.45763)  -0.48
I (5.47269, 3.80331, -3.70672)  0.12
H (4.93221, -2.07756, -1.82839)  0.22
H (3.13640, -2.55951, -1.55331)  0.22
H (4.20902, -0.08446, -0.26686)  0.27
H (-1.45408, 1.12357, -2.52883)  0.41
H (-1.11238, -0.06943, 0.08694)  0.25
H (-1.68182, -1.27855, -1.08101)  0.23
H (-3.81052, -0.43025, -0.59815)  0.20
H (-3.31416, 1.06746, -1.42312)  0.16
H (-3.59801, 1.87530, 0.52722)  0.48
H (0.86654, 1.78613, -3.63211)  0.44
H (4.00761, 0.65377, -3.99028)  0.27
H (3.06711, 2.10914, -4.13871)  0.25
O (-2.16245, -2.06935, 1.49648)  -0.60
C (-2.31546, -1.73428, 2.64057)  0.80
O (-2.23068, -2.59852, 3.66804)  -0.48
C (-2.56885, -1.93706, 4.90487)  -0.07
C (-2.32949, -0.45477, 4.63880)  -0.43
C (-2.65735, -0.35130, 3.14981)  -0.53
H (-3.61257, -2.15646, 5.13618)  0.18
H (-1.94284, -2.33822, 5.69718)  0.20
H (-2.92151, 0.19863, 5.27548)  0.23
H (-1.27710, -0.21731, 4.80082)  0.21
H (-3.71751, -0.17190, 2.97151)  0.24
H (-2.06649, 0.39229, 2.63074)  0.25

Atomic forces in eV per Å
-0.379 0.428 0.031
0.209 -0.534 -0.227
-0.687 -0.577 1.451
-0.024 0.076 -0.151
-0.102 -0.145 0.027
0.160 0.001 -0.066
-0.061 0.408 0.022
0.072 0.295 0.177
0.070 0.090 -0.195
0.267 0.311 -0.191
0.175 -0.262 0.246
-0.385 0.412 -0.484
0.445 0.095 0.208
-0.301 -0.014 -0.044
-0.086 -0.171 -0.096
0.329 -0.592 1.471
-0.112 0.284 -1.478
0.694 0.749 -1.066
-0.136 -0.076 0.045
-0.055 -0.322 0.044
0.001 0.022 -0.025
0.032 -0.013 0.019
-0.075 -0.259 -0.180
-0.099 -0.055 -0.024
-0.128 0.010 0.047
0.208 -0.017 0.251
-0.061 -0.095 0.009
0.099 -0.047 0.022
-0.265 0.081 -0.203
0.047 -0.011 0.015
0.000 0.123 0.159
-0.016 -0.039 -0.102
0.348 -0.095 0.607
-0.012 0.005 -0.039
0.036 -0.115 -0.086
-0.062 -0.062 0.004
0.000 -0.010 0.025
0.018 0.059 -0.100
-0.160 0.064 -0.123

The highest occupied orbital energy comes out at -12.2 eV. The calculation puts the gap between HOMO and LUMO at 9.2 eV. Its charge is +1.

Record 4
ORCA calculation (the ωB97M-V functional and the def2-TZVPD basis) on a 8-piece molecular cluster, C30H63N7O13S2 overall.

Each line ends with the Löwdin charge.
Geometry (Å):
C (-0.33494, 4.94987, 4.85654)  -0.05
C (-1.30082, 4.44086, 3.58918)  -0.27
C (-0.75415, 5.23603, 2.22908)  -0.11
O (0.56422, 5.86521, 2.40906)  -0.10
C (1.67104, 4.94016, 2.11274)  -0.29
O (1.55208, 3.61857, 1.90836)  -0.05
C (3.20455, 5.56197, 2.07126)  -0.36
S (4.44157, 4.14958, 1.79236)  0.82
C (4.40865, 3.06789, 3.35424)  -0.43
O (3.64725, 1.81913, 3.19157)  -0.18
C (4.43244, 0.77126, 2.51479)  -0.12
O (4.87216, 0.84725, 1.23480)  -0.07
O (-1.13137, 2.98174, 3.52474)  -0.06
C (-2.25195, 2.31208, 2.84849)  -0.28
O (-3.52853, 2.70213, 2.83417)  -0.06
C (-1.93168, 0.87580, 2.05330)  -0.43
S (-2.39765, 0.91423, 0.23467)  0.63
H (0.72387, 4.42443, 4.73449)  0.09
H (-0.26724, 6.12194, 4.92958)  0.10
H (-0.83355, 4.46427, 5.82629)  0.10
H (-2.37889, 4.80719, 3.85935)  0.14
H (-1.52119, 6.12114, 2.00600)  0.14
H (-0.81157, 4.52859, 1.27943)  0.15
H (3.29990, 6.38406, 1.22012)  0.11
H (3.45595, 6.01606, 3.14605)  0.11
H (5.52035, 2.86098, 3.66987)  0.11
H (3.95183, 3.77390, 4.20020)  0.12
H (4.74300, -0.20238, 3.10730)  0.17
H (-0.75336, 0.71618, 2.09124)  0.09
H (-2.40217, -0.03145, 2.63183)  0.11
H (-2.90533, -0.40225, -0.00695)  -0.09
C (-5.34244, 0.69514, 4.02345)  -0.06
N (-5.21233, -0.43673, 4.91838)  -0.21
C (-4.92892, -0.19106, 6.31730)  -0.05
C (-5.34947, -1.73680, 4.48178)  -0.33
O (-5.25181, -2.73542, 5.18375)  0.00
H (-4.40704, 1.26194, 4.03107)  0.05
H (-6.15998, 1.33169, 4.37398)  0.09
H (-5.55531, 0.36760, 3.00217)  0.09
H (-3.98961, -0.68598, 6.58228)  0.09
H (-5.73440, -0.61661, 6.92360)  0.09
H (-4.84793, 0.88153, 6.51331)  0.09
H (-5.56347, -1.80908, 3.40241)  0.13
C (1.86020, -1.60332, -1.65859)  -0.06
N (0.43676, -1.83551, -1.52121)  -0.18
C (-0.34999, -2.07127, -2.71415)  -0.05
C (-0.19095, -1.83925, -0.29419)  -0.33
O (-1.38657, -2.02836, -0.10903)  -0.07
H (2.01611, -0.71963, -2.28394)  0.08
H (2.31694, -2.47539, -2.13539)  0.07
H (2.32881, -1.44064, -0.68414)  0.08
H (-1.12781, -1.30479, -2.78461)  0.09
H (-0.82842, -3.05238, -2.63671)  0.08
H (0.28082, -2.03872, -3.60659)  0.09
H (0.49979, -1.64992, 0.54431)  0.14
C (-1.13098, -7.40210, -2.77867)  -0.06
N (-0.06509, -6.51111, -3.18975)  -0.20
C (0.40634, -6.57188, -4.55786)  -0.05
C (0.51308, -5.60955, -2.32227)  -0.32
O (1.41484, -4.83074, -2.60482)  -0.02
H (-0.80407, -8.43576, -2.92345)  0.09
H (-2.01339, -7.20669, -3.39479)  0.09
H (-1.38734, -7.25078, -1.72653)  0.09
H (1.47320, -6.81530, -4.55607)  0.10
H (0.26954, -5.59190, -5.02520)  0.09
H (-0.14312, -7.32933, -5.12335)  0.05
H (0.07981, -5.64727, -1.30890)  0.14
C (-2.31655, -6.50007, -9.38366)  -0.06
N (-1.47787, -7.55079, -8.84369)  -0.21
C (-0.93101, -8.54104, -9.74813)  -0.05
C (-1.18450, -7.63764, -7.49981)  -0.32
O (-0.48464, -8.49767, -6.98012)  0.00
H (-3.18457, -6.95449, -9.86980)  0.09
H (-1.74104, -5.93003, -10.11870)  0.09
H (-2.65952, -5.82504, -8.59478)  0.09
H (-1.27557, -9.53296, -9.44018)  0.09
H (0.16127, -8.51329, -9.68787)  0.09
H (-1.24814, -8.34380, -10.77573)  0.09
H (-1.65093, -6.83564, -6.90373)  0.13
C (5.25469, -4.89711, -1.66390)  -0.06
N (5.06099, -4.02674, -0.52201)  -0.20
C (6.17913, -3.23685, -0.04925)  -0.05
C (3.84926, -3.92673, 0.12708)  -0.33
O (3.61919, -3.21265, 1.09491)  -0.01
H (6.03829, -5.62256, -1.42731)  0.09
H (5.56159, -4.29241, -2.52216)  0.09
H (4.33386, -5.43174, -1.91259)  0.08
H (6.38608, -3.50085, 0.99234)  0.09
H (5.91156, -2.17687, -0.09737)  0.09
H (7.06792, -3.42022, -0.65906)  0.09
H (3.06924, -4.56940, -0.31406)  0.12
C (2.54396, 3.32584, -2.28215)  -0.05
N (3.60984, 4.21683, -2.69323)  -0.20
C (4.08127, 4.15607, -4.06134)  -0.05
C (4.18801, 5.11840, -1.82575)  -0.33
O (5.08977, 5.89720, -2.10830)  0.00
H (2.87087, 2.29218, -2.42693)  0.09
H (1.66154, 3.52125, -2.89827)  0.09
H (2.28759, 3.47716, -1.23001)  0.08
H (5.14813, 3.91265, -4.05955)  0.09
H (3.94448, 5.13604, -4.52868)  0.09
H (3.53181, 3.39861, -4.62684)  0.09
H (3.75475, 5.08067, -0.81238)  0.08
C (-5.89869, 7.45445, 5.34831)  -0.06
N (-4.45020, 7.42971, 5.33298)  -0.21
C (-3.75729, 7.88075, 4.14383)  -0.04
C (-3.71244, 6.99169, 6.41163)  -0.32
O (-2.48987, 6.94535, 6.46367)  0.00
H (-6.27228, 6.81871, 4.54050)  0.09
H (-6.23706, 8.48284, 5.19219)  0.09
H (-6.28900, 7.08923, 6.30219)  0.08
H (-3.14051, 7.06259, 3.75957)  0.07
H (-3.10540, 8.71896, 4.40825)  0.10
H (-4.46978, 8.19622, 3.37684)  0.09
H (-4.33853, 6.67217, 7.26132)  0.13

Atomic forces in eV per Å
-0.549 -1.572 0.061
1.532 2.490 1.232
-2.249 -0.539 -0.390
2.020 -3.421 -1.479
-0.466 -5.111 -0.642
-0.220 8.465 1.282
-1.078 0.182 1.368
-0.436 0.417 0.674
0.252 1.435 0.629
2.930 -1.382 -0.930
2.181 0.894 -6.110
-3.073 -0.031 8.597
-3.653 -0.378 -2.383
-4.881 0.646 -0.439
8.084 -1.206 0.320
2.194 -0.089 1.610
-0.731 -0.842 0.676
-2.190 1.336 0.179
-0.220 -2.558 -0.136
1.142 1.388 -2.035
1.878 -1.212 -0.845
1.924 -1.737 0.658
0.497 1.378 2.082
-0.060 -1.859 1.910
-0.775 -0.659 -2.489
-2.165 0.277 -0.874
0.592 -2.074 -1.751
-1.195 2.132 -0.799
-2.546 0.404 0.052
0.630 2.024 -1.142
0.851 1.691 0.840
0.184 -0.049 0.309
-0.240 -1.350 -0.641
0.000 -0.344 0.046
0.135 0.432 0.745
-0.020 0.847 -0.302
-0.467 -0.044 -0.109
0.048 0.114 -0.178
0.074 0.002 0.177
-0.124 0.096 0.174
0.185 0.079 0.112
-0.031 -0.188 -0.167
0.014 0.134 0.014
-0.034 -0.046 -0.061
-0.572 0.039 1.428
-0.291 -0.014 0.198
0.374 -0.046 -0.943
0.507 -0.208 -0.360
0.159 -0.025 0.044
0.075 0.103 0.043
-0.152 -0.038 -0.105
-0.008 -0.126 -0.130
-0.027 0.145 -0.199
-0.028 -0.039 0.274
0.063 -0.020 -0.148
0.129 0.036 -0.122
0.565 1.076 1.188
0.120 0.156 0.008
-0.303 -0.606 -0.708
-0.338 -0.481 -0.090
-0.212 0.010 0.050
-0.046 -0.171 0.135
0.096 0.049 -0.171
-0.119 0.039 -0.213
0.128 -0.094 -0.088
0.191 0.088 0.244
-0.052 -0.056 -0.064
0.115 -0.168 -0.043
0.159 0.134 1.502
0.189 -0.219 0.216
0.065 -0.365 -0.911
-0.473 0.462 -0.615
-0.018 0.222 -0.023
-0.206 0.088 0.011
0.100 -0.160 -0.079
0.152 0.031 -0.173
-0.113 -0.157 -0.126
0.007 0.053 0.253
-0.043 0.053 -0.120
0.032 0.110 0.143
-1.284 -0.049 0.511
-0.178 0.195 0.239
0.665 0.083 -0.121
0.405 -0.272 -0.574
-0.035 -0.041 -0.199
-0.009 -0.209 -0.076
0.081 0.174 0.087
0.120 0.164 -0.093
0.204 -0.043 0.108
-0.238 -0.040 0.060
0.117 0.021 -0.104
0.113 0.074 -0.114
0.389 0.816 1.023
0.253 0.252 0.072
0.082 -0.218 -0.796
-0.683 -0.643 -0.018
-0.200 -0.015 0.110
-0.067 -0.158 0.114
0.123 -0.014 -0.125
-0.104 0.052 -0.199
0.113 -0.162 -0.119
0.045 0.125 0.215
-0.087 -0.148 -0.116
0.175 0.034 -0.134
0.510 -0.480 1.167
0.289 -0.013 0.151
0.134 0.271 -0.687
-0.909 0.120 -0.329
-0.180 0.081 0.105
-0.186 -0.123 0.023
0.152 0.051 -0.139
0.014 0.194 -0.110
0.014 -0.091 -0.213
0.066 -0.103 0.221
-0.071 0.041 -0.096

The highest occupied orbital energy comes out at -8.7 eV. The calculation puts the gap between HOMO and LUMO at 8.9 eV. Its charge is 0. Its SMILES is C[C@@H](COC(=O)CSCOC=O)OC(=O)CS.CN(C)C=O.CN(C)C=O.CN(C)C=O.CN(C)C=O.CN(C)C=O.CN(C)C=O.CN(C)C=O. The relative energy (zero: lowest compared OMol25 entry of this formula, charge and spin) comes out at 508.7 kJ/mol.

The highest charge belongs to which entry?
C12H18IN4O4